Molecular formula: C22H44Br8NiO8S3
Method: DFT, wB97M-V/def2-TZVPD

ORCA input file:
```
! RIJCOSX wB97M-V def2-TZVPD def2/J DEFGRID3
* xyz 0 3
Ni -6.258 -13.875 -25.825
O -7.020 -14.652 -27.515
C -5.935 -15.314 -28.084
C -4.921 -15.768 -27.061
O -4.556 -14.808 -26.112
H -5.429 -14.650 -28.812
H -6.272 -16.206 -28.639
H -4.003 -16.220 -27.494
H -5.320 -16.680 -26.550
C -7.172 -10.958 -29.366
C -5.817 -10.728 -30.047
C -4.813 -11.371 -29.090
S -5.420 -10.881 -27.442
O -4.736 -9.728 -26.939
O -5.525 -12.115 -26.694
C -7.064 -10.377 -27.989
H -7.427 -12.021 -29.356
H -7.941 -10.436 -29.940
H -5.621 -9.650 -30.001
H -5.718 -11.117 -31.054
H -3.805 -10.967 -29.064
H -4.816 -12.451 -29.223
H -7.008 -9.282 -28.049
H -7.876 -10.485 -27.273
C -9.912 -18.208 -26.746
C -10.643 -18.117 -28.089
C -9.720 -18.579 -29.213
S -8.042 -18.693 -28.508
O -7.065 -18.040 -29.338
O -7.855 -20.082 -28.168
C -8.465 -17.803 -27.002
H -9.823 -19.227 -26.369
H -10.352 -17.571 -25.987
H -10.981 -17.094 -28.262
H -11.525 -18.759 -28.059
H -9.727 -17.889 -30.057
H -9.992 -19.527 -29.672
H -8.299 -16.754 -27.301
H -7.720 -18.044 -26.247
C -11.591 -13.993 -26.159
C -11.273 -12.808 -27.067
C -10.300 -11.852 -26.358
S -9.463 -12.900 -25.119
O -9.868 -12.501 -23.804
O -8.051 -13.016 -25.422
C -10.274 -14.442 -25.562
H -12.154 -14.756 -26.698
H -12.287 -13.730 -25.350
H -12.164 -12.299 -27.426
H -10.769 -13.231 -27.941
H -10.819 -11.043 -25.862
H -9.562 -11.554 -27.095
H -10.371 -15.110 -24.712
H -9.676 -14.937 -26.337
Br -1.941 -14.912 -30.572
C -1.138 -14.759 -28.800
C -1.536 -13.478 -28.098
Br -0.806 -11.941 -29.037
H -0.062 -14.907 -28.851
H -1.506 -15.621 -28.243
H -1.172 -13.485 -27.079
H -2.623 -13.441 -28.115
Br 0.033 -15.462 -25.328
C -1.570 -15.872 -24.287
C -1.230 -16.091 -22.846
Br -0.626 -14.429 -22.014
H -2.060 -16.718 -24.761
H -2.217 -15.012 -24.432
H -0.476 -16.842 -22.642
H -2.119 -16.403 -22.298
Br -9.189 -13.525 -31.548
C -8.202 -14.864 -30.506
C -6.952 -15.297 -31.215
Br -7.231 -16.104 -32.961
H -8.828 -15.692 -30.191
H -7.907 -14.431 -29.539
H -6.528 -16.094 -30.603
H -6.192 -14.526 -31.281
Br -2.124 -18.383 -31.267
C -3.886 -18.320 -30.413
C -4.199 -19.583 -29.646
Br -4.272 -21.133 -30.830
H -4.598 -18.081 -31.193
H -3.810 -17.477 -29.724
H -5.218 -19.489 -29.288
H -3.462 -19.778 -28.880
*
```

Output
Total energy ... -24761.48745 hartree
HOMO (alpha / beta) ... -8.51 / -8.39 eV
HOMO-LUMO gap (alpha / beta) ... 8.314 / 7.945 eV

Atomic charges from the Mulliken analysis, expressed in e, are listed below:
1 Ni 0.5726
2 O -0.3391
3 C 2.4888
4 C -0.3853
5 O -0.9952
6 H -0.1599
7 H -1.3200
8 H -0.0421
9 H 0.2812
10 C 0.1169
11 C -1.0198
12 C 0.0309
13 S 0.7868
14 O -0.6944
15 O -0.2193
16 C -0.6413
17 H -0.3059
18 H 0.5689
19 H 0.3262
20 H 0.4221
21 H 0.3309
22 H -0.2044
23 H 0.4196
24 H 0.1573
25 C -0.8930
26 C -0.4347
27 C -0.9427
28 S 1.0103
29 O -0.5080
30 O -0.7417
31 C 0.3891
32 H 0.4295
33 H 0.3275
34 H 0.0861
35 H 0.3884
36 H 0.4611
37 H 0.4695
38 H -0.7219
39 H 0.6048
40 C -0.8691
41 C -0.6464
42 C 0.0473
43 S 0.9340
44 O -0.6927
45 O -0.3265
46 C -0.0374
47 H 0.3841
48 H 0.3302
49 H 0.4719
50 H 0.1145
51 H 0.5406
52 H -0.4338
53 H 0.5744
54 H -0.2874
55 Br -0.1645
56 C -0.6118
57 C 0.2399
58 Br -0.1806
59 H 0.4892
60 H 0.2190
61 H 0.2696
62 H -0.2802
63 Br -0.1717
64 C -0.4270
65 C -0.5540
66 Br -0.1482
67 H 0.3874
68 H 0.1678
69 H 0.3711
70 H 0.3899
71 Br -0.1631
72 C 0.8806
73 C 0.3187
74 Br -0.1658
75 H -0.0733
76 H -0.8081
77 H -0.6045
78 H 0.4278
79 Br -0.1565
80 C 0.1045
81 C -0.0341
82 Br -0.1778
83 H 0.3678
84 H -0.3523
85 H -0.2135
86 H 0.4503


Molecular formula: C22H44CdF6NO15S2
Method: DFT, wB97M-V/def2-TZVPD

ORCA input file:
```
! RIJCOSX wB97M-V def2-TZVPD def2/J DEFGRID3
* xyz -1 1
Cd -10.821 -12.201 13.466
C -9.250 -8.754 11.655
C -9.859 -10.002 12.028
C -11.392 -10.224 11.604
O -12.028 -11.233 12.049
C -11.800 -9.410 10.431
C -11.098 -8.333 10.044
C -9.730 -8.015 10.635
O -9.112 -6.916 10.398
O -11.465 -7.716 8.958
O -9.373 -10.870 12.699
H -8.300 -8.509 12.106
H -12.682 -9.699 9.878
C -12.287 -17.460 13.880
F -12.201 -18.728 13.459
F -12.675 -16.639 12.926
F -13.087 -17.361 14.904
S -10.527 -16.887 14.405
O -9.712 -17.903 15.029
O -9.932 -16.453 13.138
N -10.815 -15.430 15.301
S -10.639 -15.919 16.761
O -11.460 -17.077 17.189
O -9.262 -15.840 17.250
C -11.602 -14.427 17.627
F -10.985 -13.233 17.364
F -12.855 -14.524 17.155
F -11.649 -14.600 18.937
C -7.994 -9.315 15.640
C -8.042 -10.015 16.937
O -8.926 -11.018 17.049
H -7.627 -9.962 14.844
H -7.333 -8.456 15.751
H -8.933 -8.833 15.371
H -8.058 -9.369 17.815
H -7.069 -10.506 16.948
H -8.853 -11.380 17.935
C -14.440 -13.894 14.664
C -13.567 -13.542 13.470
O -12.204 -13.532 13.909
H -14.291 -13.225 15.511
H -14.183 -14.786 15.235
H -15.485 -13.790 14.370
H -14.006 -12.592 13.166
H -13.624 -14.250 12.643
H -12.035 -14.384 14.317
C -13.031 -10.025 14.909
C -12.031 -10.722 15.858
O -10.869 -11.080 15.190
H -14.048 -9.841 15.256
H -13.258 -10.760 14.137
H -12.507 -9.114 14.619
H -12.419 -11.644 16.291
H -11.864 -10.048 16.698
H -10.202 -11.007 15.877
C -7.426 -14.551 14.650
C -8.223 -13.410 15.258
O -9.520 -13.414 14.517
H -6.459 -14.606 15.150
H -7.202 -14.397 13.594
H -7.957 -15.496 14.758
H -7.667 -12.478 15.160
H -8.366 -13.610 16.320
H -9.977 -14.193 14.842
C -15.275 -9.939 11.692
C -16.094 -9.992 12.905
O -16.018 -11.218 13.544
H -15.138 -9.004 11.149
H -15.737 -10.497 10.878
H -14.271 -10.298 11.918
H -17.103 -9.758 12.566
H -15.839 -9.265 13.677
H -16.642 -11.781 13.079
C -6.404 -11.955 10.787
C -7.086 -11.432 9.606
O -6.427 -11.890 8.481
H -7.025 -11.792 11.668
H -5.546 -11.295 10.915
H -6.152 -13.010 10.673
H -7.159 -10.345 9.633
H -8.118 -11.773 9.528
H -6.970 -12.487 7.960
C -10.862 -14.932 9.905
C -10.630 -13.530 10.420
O -10.349 -13.527 11.799
H -10.042 -15.640 10.027
H -10.921 -14.780 8.828
H -11.789 -15.362 10.286
H -11.503 -12.916 10.199
H -9.811 -13.108 9.837
H -10.012 -14.402 12.004
*
```

Output
Total energy ... -3611.18780 hartree
HOMO ... -4.15 eV
HOMO-LUMO gap ... 6.032 eV

Atomic charges from the Mulliken analysis, expressed in e, are listed below:
1 Cd 2.7897
2 C -0.9262
3 C 0.3632
4 C 0.4872
5 O -0.7744
6 C -0.9156
7 C 0.1128
8 C 0.4271
9 O -0.7588
10 O -0.7494
11 O -1.0737
12 H 0.3379
13 H 0.5300
14 C 0.5879
15 F -0.2263
16 F -0.1759
17 F -0.2165
18 S 0.7371
19 O -0.6269
20 O -0.6485
21 N -0.5908
22 S 0.8018
23 O -0.6879
24 O -0.6336
25 C 0.6373
26 F -0.2201
27 F -0.2506
28 F -0.2515
29 C -0.9341
30 C -0.4406
31 O -0.3624
32 H 0.1075
33 H 0.4600
34 H 0.1974
35 H 0.4658
36 H 0.2961
37 H 0.2305
38 C -1.4481
39 C 0.0859
40 O 1.8851
41 H 0.1710
42 H 0.3427
43 H 0.3945
44 H -0.2939
45 H 0.3713
46 H -0.8754
47 C -0.9169
48 C -0.2232
49 O 0.0534
50 H 0.5589
51 H -0.2693
52 H 0.3307
53 H -0.0478
54 H 0.4472
55 H -0.3049
56 C -1.1448
57 C -0.2038
58 O 1.2022
59 H 0.4554
60 H 0.2011
61 H 0.1986
62 H 0.1894
63 H 0.2872
64 H -0.1740
65 C -0.6905
66 C -0.7102
67 O -0.4271
68 H 0.4704
69 H 0.3694
70 H -0.0809
71 H 0.4340
72 H 0.2452
73 H 0.2987
74 C -0.6561
75 C 0.4575
76 O -0.5764
77 H -0.0259
78 H 0.3523
79 H 0.2881
80 H 0.1795
81 H -0.3503
82 H 0.3248
83 C -1.5430
84 C 0.5638
85 O -0.0260
86 H 0.3695
87 H 0.4736
88 H 0.2495
89 H 0.2049
90 H -0.4461
91 H -0.1272


Molecular formula: C22H44CeN3OP3Se
Method: DFT, wB97M-V/def2-TZVPD

ORCA input file:
```
! RIJCOSX wB97M-V def2-TZVPD def2/J DEFGRID3
* xyz 3 2
Ce -1.483 -0.116 -0.269
P -1.330 -2.590 1.027
P 1.577 -0.832 1.964
P 1.483 -1.857 -1.124
H -3.012 2.272 -3.656
C -3.021 1.184 -3.700
C -2.679 0.393 -2.672
H -2.572 0.921 -1.637
C -2.754 -2.233 2.128
C -0.621 -4.015 1.882
C -2.176 -3.383 -0.398
C 2.896 0.438 1.999
C 0.788 -0.453 3.575
C 2.601 -2.284 2.426
C 1.114 -1.835 -2.923
C 1.662 -3.673 -0.912
C 3.275 -1.451 -1.264
H -3.365 0.824 -4.675
H -2.697 -0.694 -2.833
H -3.477 -1.498 1.734
H -2.369 -1.883 3.098
H -3.235 -3.213 2.241
H -0.294 -3.713 2.889
H 0.217 -4.428 1.301
H -1.434 -4.756 1.960
H -2.702 -2.693 -1.084
H -2.916 -4.037 0.078
H -1.459 -3.984 -0.971
H 3.482 0.216 2.902
H 2.470 1.449 2.057
H 3.542 0.394 1.107
H 1.463 -0.842 4.346
H -0.203 -0.931 3.651
H 0.619 0.625 3.731
H 3.054 -2.050 3.393
H 3.391 -2.506 1.693
H 1.964 -3.168 2.517
H 1.951 -2.316 -3.439
H 0.993 -0.811 -3.307
H 0.176 -2.374 -3.094
H 2.344 -4.042 -1.690
H 0.682 -4.151 -1.022
H 2.078 -3.912 0.074
H 3.733 -2.106 -2.018
H 3.812 -1.589 -0.319
H 3.375 -0.408 -1.586
C 0.884 2.791 -3.073
C -0.383 3.163 -3.494
C -0.574 3.633 -4.795
C 0.530 3.814 -5.641
C 1.824 3.518 -5.185
C 1.997 2.945 -3.911
Se 1.503 1.800 -1.473
H 1.354 0.651 -2.576
H -1.158 3.195 -2.707
H -1.573 3.836 -5.167
H 0.392 4.238 -6.655
H 2.709 3.755 -5.804
H 3.009 2.715 -3.529
C -3.485 1.503 3.683
N -2.225 1.996 3.170
C -1.448 2.833 3.897
C -0.295 3.240 3.343
C 0.037 2.768 2.062
N -0.723 1.884 1.335
C -1.894 1.597 1.931
O -2.763 0.848 1.295
N 1.233 3.163 1.524
H -4.237 1.553 2.889
H -3.758 2.143 4.536
H -3.405 0.443 3.985
H -1.880 3.091 4.857
H 0.370 3.913 3.869
H 1.675 3.971 1.968
H 1.341 3.111 0.490
*
```

Output
Total energy ... -5003.84538 hartree
Relative energy (zero: lowest compared OMol25 entry of this formula, charge and spin) ... 0.0 kcal per mole
HOMO (alpha / beta) ... -15.85 / -15.86 eV
HOMO-LUMO gap (alpha / beta) ... 6.765 / 6.885 eV

Atomic charges from the Mulliken analysis, expressed in e, are listed below:
1 Ce 0.5890
2 P 1.2028
3 P 0.8085
4 P 0.7347
5 H 0.3588
6 C -0.6947
7 C -0.2796
8 H 0.4313
9 C -1.4323
10 C -1.4867
11 C -1.2938
12 C -1.1309
13 C -1.0072
14 C -1.4180
15 C -1.3318
16 C -1.4878
17 C -1.2166
18 H 0.2933
19 H 0.3019
20 H 0.5225
21 H 0.2308
22 H 0.6147
23 H 0.4022
24 H 0.3234
25 H 0.5599
26 H 0.4608
27 H 0.4849
28 H 0.2750
29 H 0.4769
30 H 0.1778
31 H 0.2943
32 H 0.5766
33 H 0.0729
34 H 0.2337
35 H 0.5936
36 H 0.3899
37 H 0.2837
38 H 0.4926
39 H 0.3950
40 H 0.3715
41 H 0.5608
42 H 0.3595
43 H 0.3398
44 H 0.5417
45 H 0.3230
46 H 0.2982
47 C 0.0476
48 C -0.1902
49 C -0.5882
50 C -0.5285
51 C -0.5755
52 C -0.3446
53 Se 0.0425
54 H -0.1026
55 H 0.6488
56 H 0.4276
57 H 0.3804
58 H 0.3883
59 H 0.3755
60 C -0.8110
61 N 0.1599
62 C -0.1800
63 C -1.0206
64 C 0.7499
65 N 0.2133
66 C 0.4142
67 O -0.7746
68 N -0.2147
69 H 0.3118
70 H 0.3735
71 H 0.2393
72 H 0.4306
73 H 0.4808
74 H 0.2723
75 H -0.2222